Entry 1:
The following is a DFT calculation (ωB97M-V/def2-TZVPD) of 2 unconnected molecules or ions with the total composition CH9N5 in a non-equilibrium geometry.

Last column: natural (NBO) charge in e.
Positions of all 15 atoms, in Å:
C: -0.74 0.28 -1.16  0.046
N: -0.87 1.13 -0.18  -0.393
N: 0.93 -0.97 -0.75  -0.413
N: 3.03 -0.97 0.03  -0.486
N: -1.64 0.86 1.02  -0.534
N: 1.84 -0.55 -0.03  0.085
H: -1.48 -0.56 -1.24  0.263
H: -0.33 0.56 -2.16  0.304
H: -0.34 1.97 -0.24  0.460
H: 1.13 -1.54 -1.52  0.360
H: 3.57 -1.51 -0.66  0.406
H: 3.69 -0.75 0.77  0.436
H: -2.52 0.27 0.86  0.481
H: -0.89 0.27 1.49  0.490
H: -2.08 1.63 1.53  0.495

Calculated values
HOMO energy = -18.634 eV
Charge = +2
Calculated total energy = -316.458843 Eh
Molar mass = 91.12 g/mol
Energy above the lowest of the compared OMol25 structures with the same formula, charge and spin = 6.3326 eV

Entry 2:
The following is a DFT calculation (ωB97M-V/def2-TZVPD) of C2H4N2 in the gas phase in a non-equilibrium geometry.

Last column: natural (NBO) charge in e.
Positions of all 8 atoms, in Å:
C: -1.54 0.00 0.03  0.409
C: 0.92 0.32 -0.01  -0.394
N: -2.64 0.29 -0.15  -0.387
N: -0.33 -0.47 0.08  -0.659
H: 1.06 0.90 -0.89  0.205
H: 0.96 0.80 0.92  0.207
H: 1.72 -0.36 0.07  0.204
H: -0.16 -1.48 -0.05  0.414

Calculated values
HOMO energy = -9.563 eV
Charge = 0
Calculated total energy = -188.078712 Eh
Structure (SMILES) = CNC#N
Molar mass = 56.07 g/mol
Energy above the lowest of the compared OMol25 structures with the same formula, charge and spin = 1.0777 eV